# 1
Entry from OMol25: C48H56BFeGe2N2O4 as an isolated structure (wB97M-V/def2-TZVPD).

Structure (XYZ):
```
114
Properties=species:S:1:pos:R:3:forces:R:3
Fe 0.3433 -0.2232 -0.6377 -0.5 -0.9 -0.7
C -4.2716 -0.7973 -1.5247 0.2 0.0 -0.1
C -4.2310 -1.5862 -2.7043 -0.2 0.1 0.2
C -3.0454 -1.7841 -3.3331 0.3 0.1 0.1
C -1.8524 -1.1826 -2.8205 -0.3 0.2 0.4
N -1.8569 -0.5796 -1.5485 -0.6 0.0 0.4
C -3.0698 -0.3757 -0.9622 0.1 -0.3 -0.5
C -0.6727 -1.1033 -3.6001 0.0 -0.1 -0.1
C -0.5762 -1.6356 -4.9193 0.1 0.0 -0.1
C 0.5818 -1.4867 -5.6395 -0.1 0.0 0.2
C 1.6668 -0.8053 -5.0688 0.0 0.0 0.0
C 1.5033 -0.3323 -3.7806 -0.1 -0.2 0.3
N 0.3969 -0.4767 -3.0526 0.3 0.7 -0.1
H -5.2128 -0.5604 -1.0406 0.2 -0.1 -0.1
H -5.1391 -2.0311 -3.0993 0.0 0.0 0.0
H -3.0078 -2.3834 -4.2360 0.0 0.1 0.1
H -3.4352 1.3815 0.1768 0.0 0.0 0.1
H -1.4172 -2.1543 -5.3620 0.1 0.0 0.0
H 0.6528 -1.8937 -6.6412 0.0 0.0 0.0
H 2.6016 -0.6552 -5.5976 -0.1 0.0 0.1
H 2.3324 0.1714 -3.2858 -0.1 -0.1 -0.1
C 1.0979 4.6480 -2.1212 -0.3 0.1 0.3
Ge 2.4647 3.2666 -2.5023 -0.9 -0.1 -0.2
C 4.0431 4.3409 -2.9492 0.7 0.1 0.2
C 1.8893 2.6869 -4.3006 -0.1 -0.2 -0.3
Ge 2.2528 1.4137 -0.8780 1.5 0.4 0.1
C 2.9871 2.3296 0.7703 -0.2 0.2 0.4
C 3.2142 1.5504 1.9188 0.1 0.1 0.0
C 3.6388 2.1103 3.1238 0.1 0.1 -0.2
C 3.8403 3.4846 3.2264 0.0 -0.1 -0.3
C 3.6235 4.2854 2.1054 0.0 -0.3 -0.1
C 3.2058 3.7121 0.9003 0.0 -0.2 0.2
C 4.0102 0.4573 -1.2797 0.1 -0.4 -0.2
C 4.2511 -0.7584 -0.6090 0.2 0.2 -0.2
C 5.3682 -1.5449 -0.8885 -0.1 0.3 -0.1
C 6.2712 -1.1563 -1.8761 -0.1 0.1 0.0
C 6.0550 0.0337 -2.5642 -0.1 0.0 0.2
C 4.9457 0.8276 -2.2583 0.0 -0.1 0.1
H 0.9525 5.2906 -3.0008 0.0 -0.1 0.1
H 1.3634 5.2780 -1.2609 -0.1 -0.1 -0.2
H 0.1476 4.1451 -1.8818 0.2 0.2 -0.1
H 3.7079 5.1270 -3.6373 0.1 -0.1 0.1
H 4.8048 3.7272 -3.4510 -0.2 0.3 0.1
H 4.5044 4.8046 -2.0647 -0.1 -0.1 -0.3
H 1.6756 3.5615 -4.9323 0.1 -0.1 0.1
H 0.9827 2.0714 -4.2210 0.2 0.3 -0.1
H 2.6578 2.0739 -4.7920 -0.2 0.2 0.1
H 3.0393 0.4749 1.8758 0.0 0.2 0.0
H 3.7970 1.4745 3.9897 0.0 0.0 0.0
H 4.1550 3.9254 4.1661 0.0 0.0 0.0
H 3.7758 5.3585 2.1682 0.0 0.0 0.0
H 3.0460 4.3672 0.0462 0.0 -0.1 0.1
H 3.5386 -1.1087 0.1338 0.0 0.0 -0.1
H 5.5241 -2.4742 -0.3500 0.0 0.0 0.0
H 7.1315 -1.7762 -2.1087 0.0 0.0 0.0
H 6.7485 0.3442 -3.3412 0.0 0.0 0.0
H 4.8096 1.7630 -2.8016 0.0 -0.3 0.1
C 2.1809 -4.0745 1.5462 0.2 0.0 -0.1
C 0.7923 -3.6479 1.0799 0.2 0.1 -0.6
C -0.1134 -3.4790 2.2786 -0.1 0.2 0.2
O 0.9543 -2.3896 0.3721 0.1 -0.2 0.9
B 1.0627 -2.5551 -1.0291 -0.5 0.1 0.5
O 0.7565 -3.9159 -1.2762 0.0 -0.2 0.5
C 0.2313 -4.5369 -0.0563 0.0 0.5 -0.4
C 0.6875 -5.9756 0.0019 0.1 -0.3 -0.1
C -1.2924 -4.4612 -0.1457 -0.1 0.1 0.0
H 2.5961 -3.2730 2.1676 -0.1 -0.1 -0.1
H 2.8479 -4.2163 0.6869 -0.1 0.0 0.2
H 2.1473 -4.9993 2.1363 0.0 0.1 0.0
H 0.4068 -2.9041 3.0527 -0.1 -0.1 -0.1
H -0.3959 -4.4573 2.6938 0.1 0.1 0.0
H -1.0169 -2.9301 2.0131 0.1 -0.1 0.0
H 1.7682 -6.0511 -0.1585 -0.2 0.0 0.1
H 0.1845 -6.5457 -0.7885 0.1 0.0 0.1
H 0.4349 -6.4285 0.9731 0.0 0.1 -0.2
H -1.6182 -3.4177 -0.2452 0.1 -0.2 0.0
H -1.7792 -4.9099 0.7325 0.1 0.1 -0.2
H -1.6175 -4.9945 -1.0427 0.0 0.0 0.1
O 0.1755 0.1125 1.5723 -0.2 0.9 -0.5
C 0.0316 1.3846 1.7332 0.1 -0.3 0.1
O -0.2728 2.2081 0.8606 -0.1 -0.4 0.0
C 0.2649 1.9180 3.1454 -0.1 -0.3 -0.1
C 0.4615 1.0487 4.2135 0.0 0.0 0.3
C 0.6606 1.5473 5.5021 0.0 -0.1 -0.3
C 0.6730 2.9214 5.7224 0.0 -0.1 -0.1
C 0.4791 3.7903 4.6565 0.0 -0.1 -0.3
C 0.2710 3.2877 3.3709 0.0 0.2 0.2
H 0.4622 -0.0187 4.0074 0.0 0.1 0.1
H 0.8127 0.8650 6.3322 0.0 0.0 0.0
H 0.8383 3.3122 6.7214 0.0 0.0 0.0
H 0.4976 4.8620 4.8236 0.0 0.0 0.0
H 0.1231 3.9424 2.5168 0.0 -0.1 0.1
C -3.5622 0.2811 2.8292 0.0 0.2 0.0
C -4.0409 -0.2774 1.4780 0.0 0.1 -0.3
C -3.8396 -1.7946 1.5189 0.1 0.0 0.1
C -3.1315 0.3480 0.3714 -0.4 -0.2 -0.4
C -5.5194 0.0995 1.3072 0.0 -0.4 0.1
C -5.9117 1.4319 1.1975 0.0 0.2 0.0
C -7.2485 1.7866 1.0942 -0.1 -0.1 0.0
C -8.2437 0.8076 1.1040 0.1 0.4 0.0
C -7.8737 -0.5164 1.2169 0.1 -0.2 0.1
C -6.5297 -0.8648 1.3184 0.1 -0.1 0.0
H -2.5140 0.0074 2.9857 -0.1 0.0 0.0
H -4.1630 -0.1324 3.6476 0.0 0.1 -0.1
H -3.6337 1.3754 2.8675 0.0 -0.2 0.0
H -2.7657 -1.9892 1.5642 -0.1 0.0 0.0
H -4.2281 -2.2893 0.6269 0.1 0.0 0.1
H -4.3056 -2.2363 2.4105 0.1 0.1 -0.1
H -2.1358 0.4019 0.7532 0.7 0.0 0.3
H -5.1570 2.2128 1.1917 -0.1 -0.1 0.0
H -7.5175 2.8336 1.0106 0.0 0.0 0.0
H -9.2906 1.0824 1.0236 0.1 0.0 0.0
H -8.6318 -1.2920 1.2343 0.0 0.0 0.0
H -6.2646 -1.9153 1.4011 -0.1 0.2 0.0
```
Forces are in eV/Å.

Output
**LUMO energy (spin up / spin down)**: 4.103 / 4.101 eV
**Expectation value of S²**: 8.790
**Charge**: -2
**Multiplicity**: 6
**Energy**: -7715.653211 hartree
**Frontier orbital gap (spin up / spin down)**: 0.1390 / 0.1866 Ha



# 2
Entry from OMol25: one molecule with the formula C4H12N2O (wB97M-V/def2-TZVPD).

Structure (XYZ):
```
19
Properties=species:S:1:pos:R:3:forces:R:3
C 0.8533 -2.7144 0.1026 0.7 0.3 1.1
C 1.0287 -1.2254 0.4127 -1.0 0.2 0.1
O 2.1792 -0.6033 -0.1176 -0.2 0.3 -0.8
C -0.2611 -0.4899 -0.0295 0.3 -0.5 -1.7
N -0.0095 0.9440 -0.1678 -0.5 -0.6 0.3
C -1.2312 1.7253 -0.1240 -0.5 0.1 0.0
N -0.8815 3.1346 -0.1510 0.4 -0.9 0.1
H 0.6741 -2.9782 -0.9352 -0.5 0.3 -0.1
H 0.0577 -2.9557 0.8164 -0.3 -0.6 -0.6
H 1.7134 -3.3181 0.4033 0.1 0.3 0.1
H 1.0656 -1.1154 1.5039 0.3 -0.1 0.0
H 1.8818 0.0662 -0.7741 0.3 -0.5 0.6
H -0.5213 -0.9134 -1.0181 0.2 0.4 -0.1
H -1.1721 -0.7614 0.5114 0.3 0.1 0.9
H 0.5690 1.2072 0.6162 0.1 0.4 0.2
H -1.8940 1.4418 -0.9549 0.4 -0.2 -0.2
H -1.8575 1.4837 0.7520 0.3 0.3 0.2
H -1.5887 3.7199 0.2538 -0.2 0.3 -0.4
H -0.6061 3.3525 -1.1000 -0.2 0.6 0.2
```
Forces are in eV/Å.

Output
**LUMO energy**: 0.988 eV
**SMILES string**: C[C@@H](O)CNCN
**Energy**: -344.328160 hartree
**Frontier orbital gap**: 0.3763 Ha
**ΔE to the lowest compared entry with this formula, charge and spin**: 35.68 kcal/mol



# 3
Entry from OMol25: one molecule with the formula C4H6N2 (wB97M-V/def2-TZVPD).

Structure (XYZ):
```
12
Properties=species:S:1:pos:R:3:forces:R:3
C -1.7190 -0.3228 -0.0043 -0.1 0.0 0.0
C -0.2674 0.0395 0.0591 0.1 -0.1 0.0
C 0.3665 1.2876 0.2664 0.0 0.1 0.0
N 1.6824 1.2129 0.1242 -0.2 -0.1 0.0
N 1.9145 -0.0794 -0.1363 0.1 -0.1 0.0
C 0.7793 -0.8188 -0.1705 0.0 0.1 0.2
H -2.2280 0.2467 -0.7901 0.1 -0.1 0.2
H -1.8267 -1.3831 -0.2569 0.0 0.2 0.1
H -2.2462 -0.1468 0.9376 0.1 0.0 -0.1
H -0.0796 2.2283 0.5604 0.0 -0.1 -0.2
H 2.8500 -0.3677 -0.3767 -0.2 0.0 0.2
H 0.7742 -1.8964 -0.2129 0.1 0.0 -0.4
```
Forces are in eV/Å.

Output
**LUMO energy**: 1.047 eV
**SMILES string**: Cc1cn[nH]c1
**Energy**: -265.512439 hartree
**Frontier orbital gap**: 0.3720 Ha
**ΔE to the lowest compared entry with this formula, charge and spin**: 14.52 kcal/mol



# 4
Entry from OMol25: a 2-piece molecular cluster, C6H10SSi overall (wB97M-V/def2-TZVPD).

Structure (XYZ):
```
18
Properties=species:S:1:pos:R:3:forces:R:3
C -0.2565 -3.6376 0.7840 1.6 -2.7 -1.0
C -0.0711 -2.5564 -0.1008 -1.1 0.1 1.4
C -0.1104 -3.2359 2.0519 -0.2 -1.4 3.0
C -0.0591 -1.3747 0.5334 -0.5 4.5 -0.9
C 0.8050 0.8594 -1.7723 1.4 -0.9 4.6
C 0.0739 2.0581 1.2067 -4.5 -3.2 1.3
Si -0.5164 1.1064 -0.3826 2.5 -2.9 0.5
S -0.0166 -1.5371 2.2183 -0.1 -0.3 0.0
H -0.2011 -4.7533 0.4866 -0.3 2.1 0.5
H -0.0918 -2.6310 -1.1122 -0.1 -0.3 -2.9
H -0.0093 -3.9182 2.9336 -0.3 0.9 -0.9
H 0.6534 1.0569 -2.7553 -0.9 0.9 -2.8
H 1.7985 1.3483 -1.4323 -1.5 -1.1 -0.5
H 0.8438 -0.2627 -1.6316 0.6 1.2 -0.4
H 0.6896 2.8395 1.0583 2.5 2.4 -0.6
H -0.8763 2.4939 1.6250 0.6 -0.1 -0.4
H 0.3406 1.3892 2.0874 0.2 0.6 -1.6
H -1.8479 1.1751 -1.0620 0.1 0.2 0.8
```
Forces are in eV/Å.

Output
**LUMO energy**: 0.204 eV
**Energy**: -922.172682 hartree
**Frontier orbital gap**: 0.3107 Ha
**ΔE to the lowest compared entry with this formula, charge and spin**: 16.45 kcal/mol



# 5
Entry from OMol25: a 2-piece molecular cluster, C6H10NS overall (wB97M-V/def2-TZVPD).

Structure (XYZ):
```
18
Properties=species:S:1:pos:R:3:forces:R:3
C -0.8564 1.6954 -0.5782 0.5 1.2 -1.4
C -0.9231 2.0990 0.6771 1.6 -1.8 -1.0
C -0.0689 -0.8469 -0.4017 -0.7 -0.5 2.3
C 0.9209 0.7648 2.1412 1.5 2.3 -0.6
C -0.4981 1.2165 1.8411 -1.2 3.7 0.3
C 0.4236 -2.8756 -2.0965 -0.9 0.0 -3.4
N -0.0997 -0.0857 1.7643 -1.9 -3.9 -2.3
S -0.8156 -2.1442 -0.9857 0.0 0.0 0.0
H -0.9688 2.5259 -1.2721 -0.5 -0.3 -0.4
H -0.4953 0.7954 -1.1389 -0.5 0.7 1.0
H -1.2444 3.1275 0.7955 0.1 -0.2 0.8
H 0.9161 -0.5878 -0.6380 1.5 0.3 -0.4
H 1.7514 1.0885 1.4345 -1.2 -0.5 0.9
H 1.2006 0.5913 3.1755 0.4 0.0 0.0
H -1.2430 1.6090 2.5587 0.6 -1.4 0.8
H 1.0210 -2.0835 -2.5425 0.4 0.2 0.6
H -0.0460 -3.2659 -3.1242 0.4 0.3 2.7
H 1.0255 -3.6235 -1.6102 0.0 -0.3 0.2
```
Forces are in eV/Å.

Output
**LUMO energy (spin up / spin down)**: -5.933 / -6.085 eV
**Charge**: +1
**Energy**: -687.014187 hartree
**Frontier orbital gap (spin up / spin down)**: 0.2717 / 0.2712 Ha
**ΔE to the lowest compared entry with this formula, charge and spin**: 168.42 kcal/mol



# 6
Entry from OMol25: one molecule with the formula C4H5NOS (wB97M-V/def2-TZVPD).

Structure (XYZ):
```
12
Properties=species:S:1:pos:R:3:forces:R:3
N -1.1880 -1.7584 1.0161 -1.4 -1.4 2.7
C -0.3320 -0.8493 0.4776 -1.0 1.0 -2.0
C -0.6671 0.0751 -0.5270 2.7 -0.1 2.2
C 0.2595 1.1571 -0.8398 -1.4 0.5 -2.4
S -0.1057 2.4833 -1.9061 0.4 -2.2 1.9
C 1.6996 1.1805 -0.4171 1.8 -0.2 2.4
O 2.1892 0.5242 0.5393 -1.2 2.0 -3.1
H -0.9722 -2.1390 2.0034 0.0 0.8 -2.6
H -2.2585 -1.8788 0.8753 2.8 1.1 -0.3
H 0.7365 -0.8634 0.6773 -0.4 -0.3 1.0
H -1.6400 0.0632 -0.8862 -1.6 0.4 -0.8
H 2.2786 2.0055 -1.0128 -0.6 -1.5 1.0
```
Forces are in eV/Å.

Output
**LUMO energy**: -1.249 eV
**SMILES string**: N/C=C/C(=S)C=O
**Energy**: -683.527398 hartree
**Frontier orbital gap**: 0.2627 Ha
**ΔE to the lowest compared entry with this formula, charge and spin**: 50.53 kcal/mol